Record 1
Molecular formula: FHN2O3
Method: DFT, ωB97M-V/def2-TZVPD

Geometry as ORCA input:
```
! wB97M-V def2-TZVPD RIJCOSX def2/J DEFGRID3
* xyz 0 1
N -1.56 -0.19 0.47
N 0.16 0.14 -0.16
O 0.81 0.70 0.82
O 0.55 -0.95 -0.59
O -1.84 -1.21 0.19
F 0.12 1.14 -1.39
H 1.74 0.38 0.67
*
```

energy = -435.4393 Ha
energy relative to the best compared isomer or geometry (same formula, charge and spin) = 42.4 kcal per mole
HOMO energy (alpha / beta) = -9.9 / -9.9 eV


Record 2
Molecular formula: FHO4
Method: DFT, ωB97M-V/def2-TZVPD

Geometry as ORCA input:
```
! wB97M-V def2-TZVPD RIJCOSX def2/J DEFGRID3
* xyz 0 1
O -1.65 0.09 -0.07
O -0.48 0.41 -0.75
O 0.57 0.39 0.24
O 1.15 -0.70 0.56
F 2.03 -1.14 -0.50
H -1.62 0.96 0.52
*
```

SMILES = OOOOF
energy = -401.0247 Ha
energy relative to the best compared isomer or geometry (same formula, charge and spin) = 11.5 kcal per mole
HOMO energy = -11.6 eV